1.
Density functional theory data (wB97M-V/def2-TZVPD) for a structure of composition C23H17BrIN5O6S2Ti at a distorted geometry.

Summary:
HOMO-LUMO gap (alpha / beta), eV: 3.84 / 6.62
Net charge: -2
Multiplicity: 3
LUMO (alpha / beta), eV: 4.26 / 4.26

The geometry in XYZ format:
```
56
Properties=species:S:1:pos:R:3:mulliken_charge:R:1
Ti -0.969 -0.948 0.311 -0.302
I -3.915 -1.470 -2.003 -0.020
C -3.363 0.381 -2.796 -0.021
C -4.097 0.775 -3.880 -0.705
C -3.836 2.010 -4.509 -0.543
C -2.844 2.798 -4.017 -0.756
C -2.064 2.399 -2.903 1.298
C -1.022 3.259 -2.474 -0.975
C -0.225 2.872 -1.448 -1.414
C -0.449 1.633 -0.806 0.328
C -1.454 0.732 -1.116 0.462
C -2.287 1.146 -2.230 0.507
H -4.883 0.132 -4.252 0.359
H -4.416 2.314 -5.373 0.347
H -2.617 3.754 -4.479 0.282
H -0.867 4.198 -2.999 0.236
H 0.605 3.492 -1.126 0.420
H 0.265 1.392 -0.033 0.080
O 1.290 -3.792 0.217 -0.500
S 0.926 -3.400 1.576 0.182
O 2.376 -2.467 2.078 -0.549
O -0.049 -2.293 1.659 -0.029
C 3.443 -2.260 1.294 0.579
C 4.656 -2.646 1.893 -0.473
C 5.877 -2.457 1.287 -0.359
C 5.932 -1.881 0.021 -0.665
C 4.756 -1.505 -0.589 -1.140
C 3.495 -1.673 0.016 0.286
S 2.245 -0.913 -1.067 1.576
O 2.681 0.466 -1.122 -0.765
O 2.350 -1.665 -2.293 -0.811
O 0.875 -0.996 -0.509 0.381
H 4.583 -3.101 2.873 0.386
H 6.786 -2.761 1.796 0.339
H 6.881 -1.715 -0.475 0.351
H 4.785 -1.046 -1.568 0.375
N -2.957 1.621 3.123 -0.312
C -4.141 1.007 2.642 -0.916
C -3.769 0.112 1.705 -0.449
N -2.395 0.055 1.580 0.982
C -1.920 0.953 2.484 -0.286
C -0.558 1.126 2.652 -0.023
N 0.297 0.382 1.936 0.685
C 1.552 0.791 2.316 -0.324
C 1.486 1.779 3.245 -1.004
N 0.114 1.966 3.525 -0.263
H -2.864 1.861 4.097 0.249
H -5.117 1.319 2.974 0.403
H -4.403 -0.526 1.120 0.311
H 2.445 0.368 1.877 0.263
H 2.256 2.313 3.775 0.419
H -0.264 2.859 3.791 0.227
Br -2.887 -3.016 1.065 -0.649
N -0.895 -3.279 -1.865 -0.239
C -1.119 -2.359 -1.195 -0.155
H -0.312 -4.095 -1.799 0.333
```

2.
Density functional theory data (wB97M-V/def2-TZVPD) for the molecule C2H3IOS at a distorted geometry.

Summary:
HOMO-LUMO gap (alpha / beta), eV: 6.86 / 6.85
Net charge: 0
Multiplicity: 1
LUMO (alpha / beta), eV: -2.11 / -2.12

The geometry in XYZ format:
```
8
Properties=species:S:1:pos:R:3:mulliken_charge:R:1
C 0.594 0.257 1.393 -0.396
C 1.165 1.252 0.756 0.106
O 1.044 1.646 -0.533 -0.407
S -1.913 -1.966 -1.606 -0.380
I -0.704 -1.196 0.620 0.482
H 1.842 1.903 1.300 0.283
H -2.485 -2.949 -0.909 0.119
H 0.456 1.053 -1.020 0.194
```

3.
Density functional theory data (wB97M-V/def2-TZVPD) for a structure of composition C32H48NO27 at a distorted geometry.

Summary:
HOMO-LUMO gap, eV: 9.35
Net charge: -1
Multiplicity: 1
LUMO, eV: 1.73

The geometry in XYZ format:
```
108
Properties=species:S:1:pos:R:3:mulliken_charge:R:1
N -39.740 -57.726 3.117 -0.432
O -39.991 -58.401 2.092 0.051
O -38.612 -57.097 3.216 -0.431
O -40.759 -57.131 3.700 -0.375
C -44.537 -60.173 1.242 -1.896
C -43.121 -59.854 1.697 1.727
C -42.943 -59.886 3.246 -0.149
O -41.939 -60.895 3.426 -0.316
C -41.561 -61.342 2.248 0.759
O -40.778 -62.327 2.209 -0.702
O -42.319 -60.960 1.285 -0.363
H -44.711 -60.061 0.152 0.340
H -44.990 -59.385 1.674 0.532
H -44.843 -61.017 1.679 0.555
H -42.523 -59.057 1.391 -0.557
H -43.790 -60.411 3.741 0.518
H -42.852 -59.015 3.521 -0.337
C -39.159 -52.662 2.539 -0.937
C -37.641 -52.887 2.183 0.387
C -37.153 -54.062 2.975 0.179
O -36.397 -54.667 1.862 -0.228
C -36.711 -54.289 0.701 0.749
O -36.482 -54.813 -0.338 -0.514
O -37.389 -53.059 0.841 -0.444
H -39.743 -51.844 2.161 0.459
H -39.131 -52.522 3.661 0.178
H -39.898 -53.565 2.075 -0.001
H -37.206 -52.051 2.390 0.559
H -37.757 -54.685 3.256 -0.404
H -36.661 -53.850 3.945 0.249
C -39.805 -59.221 6.732 -0.830
C -39.204 -60.594 6.205 0.633
C -38.785 -60.581 4.750 -0.181
O -37.376 -60.784 4.918 -0.260
C -37.109 -61.046 6.122 0.609
O -35.916 -61.222 6.504 -0.724
O -38.032 -60.852 6.958 -0.326
H -39.083 -58.329 6.581 -0.058
H -40.034 -59.266 7.841 0.489
H -40.700 -58.963 6.039 0.066
H -40.061 -61.371 6.355 0.139
H -38.954 -59.664 4.559 -0.353
H -38.869 -61.415 4.162 0.734
C -43.849 -53.930 4.972 -2.058
C -43.744 -55.251 4.253 1.514
C -44.121 -56.495 4.957 0.793
O -45.147 -56.972 4.004 -0.423
C -45.225 -56.196 2.889 0.531
O -45.979 -56.374 2.018 -0.521
O -44.337 -55.168 3.001 -0.449
H -44.728 -53.774 5.369 0.670
H -43.753 -52.890 4.294 0.216
H -43.168 -53.724 5.687 0.481
H -42.735 -55.339 3.763 -0.535
H -44.445 -56.280 6.123 0.274
H -43.123 -57.163 4.970 -0.467
C -37.777 -61.694 1.324 -1.504
C -38.697 -61.727 0.062 0.615
C -39.291 -60.368 -0.396 0.222
O -39.119 -60.368 -1.768 -0.436
C -38.377 -61.500 -2.147 0.444
O -38.002 -61.700 -3.258 -0.632
O -38.023 -62.080 -1.126 -0.423
H -36.830 -61.705 1.011 1.070
H -37.811 -62.719 1.751 0.406
H -38.032 -60.947 2.209 -0.377
H -39.490 -62.493 0.075 0.282
H -38.600 -59.641 0.037 -0.079
H -40.205 -60.116 -0.301 0.282
C -38.040 -55.529 8.039 -1.443
C -38.741 -55.180 6.726 1.610
C -40.201 -55.446 6.804 0.177
O -40.758 -54.266 6.705 -0.266
C -39.817 -53.313 6.584 0.489
O -40.007 -52.128 6.485 -0.624
O -38.637 -53.789 6.543 -0.403
H -36.936 -55.433 7.795 0.362
H -38.387 -56.530 8.294 0.364
H -38.099 -54.739 8.852 0.330
H -38.370 -55.871 5.906 -0.408
H -40.644 -56.130 7.592 0.172
H -40.581 -56.022 5.994 -0.251
C -39.918 -54.372 -0.749 -1.679
C -40.311 -55.678 -0.034 1.700
C -41.693 -55.660 0.718 0.894
O -42.418 -56.597 0.006 -0.289
C -41.664 -57.195 -0.862 0.325
O -42.127 -58.114 -1.596 -0.648
O -40.417 -56.709 -0.940 -0.345
H -40.847 -54.125 -1.513 0.319
H -39.025 -54.595 -1.287 0.455
H -39.696 -53.553 -0.102 0.300
H -39.231 -55.940 0.725 -0.716
H -42.018 -54.479 0.587 0.116
H -41.339 -55.906 1.693 -0.506
C -35.182 -58.632 3.756 -1.618
C -35.731 -58.763 2.338 2.083
C -35.589 -57.571 1.210 0.518
O -35.538 -58.290 0.034 -0.298
C -35.094 -59.555 0.385 0.564
O -34.704 -60.339 -0.492 -0.638
O -35.036 -59.816 1.698 -0.422
H -35.127 -59.544 4.267 0.445
H -35.781 -57.871 4.399 -0.007
H -34.189 -58.254 3.620 0.495
H -36.800 -59.014 2.371 -0.727
H -34.811 -56.817 1.361 0.139
H -36.509 -57.032 1.239 -0.559
```

Record order is preserved below.
Calculated total energy: -6129.54562 -848.96972 -3334.01797 a.u.